This record from the OMol25 dataset describes FH2O2P in the gas phase at a distorted geometry. The level of theory is ωB97M-V with the def2-TZVPD basis set.

```
6
FH2O2P ωB97M-V with the def2-TZVPD basis set
O -1.05502 1.55261 0.20778
P -0.50945 0.20793 0.02953
O 1.12179 0.26156 -0.27115
F 1.94678 -0.81605 0.01614
H -0.95605 -0.51614 -1.07208
H -0.54803 -0.68991 1.08979
```

Output
Orbital gap in eV: 11.65
E_LUMO in eV: 0.0
DFT total energy in eV: -16130.3873
Multiplicity: 1
SMILES string: O=[PH2]OF